The following is a DFT calculation (ωB97M-V/def2-TZVPD) of a cluster of 15 separate species, C42H122N8O20 in total in a non-equilibrium geometry.

The net charge is +1. Its spin multiplicity is 2. Its LUMO energy (spin up / spin down) is -0.08539 / -0.29284 Ha. For the electronic energy, the calculation gives -3615.6010 hartree. As for the HOMO energy (spin up / spin down): -10.6603 / -10.6603 eV.

Structure (XYZ):
```
192
Properties=species:S:1:pos:R:3:forces:R:3
O -2.329 -2.280 2.649 0.446 -1.109 0.455
O -1.657 -4.325 0.806 0.043 0.047 -0.008
O 2.067 -1.504 3.619 0.792 1.092 1.563
O -2.595 -5.863 -3.906 0.695 -0.990 -0.257
O 0.482 -3.174 2.505 1.481 -1.658 0.363
O 2.990 5.611 -1.528 1.699 -3.229 -0.666
O 2.362 4.728 4.800 1.374 0.111 0.022
O -7.613 4.883 -0.043 -0.452 0.219 0.574
O 2.982 -1.939 -4.626 0.340 0.444 0.222
O -4.223 0.472 0.675 0.237 -1.466 0.226
O 1.968 0.326 0.010 -0.765 1.615 0.672
O 2.718 -4.037 4.545 0.204 -0.432 -0.022
O -3.990 4.822 2.638 0.323 1.562 0.041
O -0.840 4.070 0.790 0.341 -0.385 0.027
O -2.771 6.692 -4.901 0.979 1.135 -0.480
O 2.416 -6.427 -0.371 -0.148 0.310 0.320
O 6.284 -3.569 1.708 -0.755 1.136 -0.366
O -0.915 -0.489 4.358 0.495 -0.448 1.093
O 0.644 3.561 3.109 1.791 -0.333 -0.175
O 5.759 -0.738 1.116 -0.780 0.391 -1.815
N -2.577 2.116 4.723 1.842 -0.302 1.086
N -4.274 3.238 0.250 0.321 -0.650 0.206
N 5.472 -2.565 -5.573 0.088 0.304 -0.344
N 5.299 -8.451 -1.269 0.561 -0.713 -1.297
N -3.468 -3.894 -2.045 -1.205 0.139 -0.242
N -1.477 0.308 1.685 1.431 0.240 -0.416
N -2.899 5.441 -2.253 0.073 0.151 0.178
N 4.099 2.016 -0.970 -1.044 3.471 1.067
C 2.141 -0.862 -4.235 -0.480 -0.169 -0.412
C -6.621 4.120 0.643 0.848 1.038 -1.443
C 4.013 -2.248 -3.676 -0.004 -0.224 1.136
C -2.182 -7.250 -3.980 -0.111 0.846 -0.105
C 3.336 4.387 -0.840 -0.597 0.821 0.558
C -2.901 -4.307 1.472 -1.194 1.779 1.180
C -5.424 3.929 -0.338 -0.416 -0.849 -0.315
C -3.228 2.737 3.634 -3.249 -0.121 0.402
C 1.860 -5.119 -0.596 1.307 -0.819 -1.504
C 2.368 6.462 -0.640 -0.413 1.211 -0.014
C 2.899 2.881 -2.887 -0.840 0.322 -0.052
C -4.005 6.297 2.719 -0.150 -1.392 -0.080
C -8.715 5.266 0.807 -0.396 -0.624 -0.848
C -3.398 4.266 3.830 0.309 0.076 -1.365
C -4.638 2.071 3.546 -0.566 0.180 -0.003
C -5.794 3.054 -1.556 -0.567 1.048 -0.105
C -2.409 5.352 -4.657 -0.035 -1.001 -0.992
C 0.341 0.015 4.771 0.905 -0.336 -0.314
C 0.865 0.717 0.973 0.154 -2.849 0.326
C 5.179 -3.114 -4.263 -0.580 0.652 -0.773
C -0.506 0.058 0.610 0.975 1.017 -1.137
C 1.548 -1.024 4.887 -1.592 2.053 -1.100
C -3.285 -2.827 1.751 1.281 0.133 -0.620
C 1.931 4.033 2.570 -0.637 -0.604 1.732
C 3.000 4.000 3.757 -3.129 0.645 -1.394
C 2.357 -1.041 0.079 -0.456 -0.899 -0.460
C 5.102 -2.875 2.267 1.098 -0.747 -0.532
C 1.659 -4.854 4.142 -1.270 -0.342 0.190
C 6.485 -3.273 -3.452 -1.678 0.452 0.093
C -1.237 3.736 -2.876 -0.818 0.139 -0.292
C -1.344 -2.740 -2.219 0.134 0.613 0.009
C 5.370 -1.356 2.292 0.985 -0.958 2.528
C -0.961 0.681 -0.700 -0.607 -0.715 -0.657
C 4.249 -8.567 0.818 0.688 0.138 2.625
C -2.289 -3.722 -2.851 1.349 -1.811 0.153
C -1.760 -5.194 -2.988 0.783 1.411 -0.530
C 4.099 -8.163 -0.583 -2.133 1.838 -0.069
C -1.869 5.092 -3.235 0.425 0.949 0.149
C 1.130 -4.484 2.718 0.458 -0.143 0.714
C 3.823 3.229 -1.728 0.668 -1.325 -2.511
C 3.783 -6.647 -0.802 -0.729 -0.223 1.016
C -2.980 6.997 -6.302 -0.970 -0.649 0.486
H 1.987 -4.950 -1.665 0.213 0.531 -0.320
H -9.556 4.605 0.597 -0.058 -0.301 0.053
H -2.426 4.750 3.926 0.297 -0.106 0.462
H 0.542 0.852 4.103 0.774 0.007 -0.313
H 1.412 -1.968 3.092 -1.109 -0.416 0.009
H -1.033 5.779 -3.102 -0.112 0.558 -0.022
H -0.857 -3.109 -1.316 0.206 -0.201 -0.101
H 3.150 2.962 4.053 0.359 -0.062 -0.132
H 4.408 -1.333 -3.235 0.352 0.500 -0.267
H -3.005 6.665 2.946 0.081 0.024 0.002
H 3.513 -2.721 -2.830 0.008 -0.499 0.242
H -4.595 1.091 3.070 0.041 0.216 -0.355
H -0.641 -2.344 -2.952 0.378 -0.253 0.115
H -0.463 -3.257 2.355 -0.589 -0.099 0.054
H -3.768 -4.777 -2.433 -1.404 -0.104 -0.007
H -2.295 -7.678 -2.983 -0.246 -0.421 -0.095
H 6.221 -1.190 2.952 0.172 -0.433 0.552
H -0.332 3.517 -3.443 -0.416 -0.279 -0.607
H 0.302 0.528 5.732 -0.526 -0.421 0.369
H 4.581 -0.813 2.811 -0.529 -0.102 -0.611
H 6.277 -1.365 0.607 0.258 -0.161 -0.017
H -1.417 1.316 1.693 -0.608 0.465 0.766
H -4.694 6.627 3.497 0.002 -0.092 0.163
H -2.732 2.437 2.711 0.367 0.741 -0.087
H 4.944 -3.361 3.230 -0.316 0.864 0.325
H -1.915 -1.869 -1.896 -0.228 0.001 -0.004
H -1.248 1.732 -0.668 0.105 0.089 0.517
H 2.081 -4.519 2.187 -0.181 0.475 -0.608
H -0.889 3.690 -1.845 -0.325 0.547 0.203
H 3.964 -6.292 -1.817 -0.433 -0.432 -0.559
H -5.062 3.208 -2.348 0.308 -0.350 0.048
H -1.841 0.126 -1.024 -0.127 0.153 -0.250
H 1.633 -0.990 -3.279 0.203 -0.397 0.361
H 1.892 2.626 -2.556 -0.135 0.084 0.329
H -0.209 0.584 -1.484 0.149 -0.127 -0.023
H 0.777 -5.041 -0.501 0.090 -0.531 0.821
H -3.136 -4.214 -1.146 0.219 0.368 0.483
H 2.087 7.306 -1.270 -0.481 0.035 0.314
H 1.823 -1.638 -0.661 -1.021 -0.027 0.219
H -9.098 6.252 0.541 0.537 0.174 -0.026
H -4.268 -2.688 2.202 -0.245 -0.398 -0.434
H 4.356 -9.642 0.962 -0.148 -0.156 -0.323
H 4.759 3.550 -2.184 0.488 0.167 0.194
H 3.241 -8.721 -0.959 -0.329 0.044 -0.424
H 4.104 4.589 -0.093 0.083 0.102 0.197
H -2.457 -3.425 -3.886 -0.694 0.198 0.091
H -1.705 5.000 -5.410 0.520 0.104 -0.090
H 3.887 4.487 3.351 0.165 0.066 0.676
H 4.558 -2.373 -5.959 -0.122 -0.127 -0.695
H -5.037 4.876 -0.715 -0.670 0.481 0.134
H 6.139 -3.753 -2.536 0.830 -0.481 0.149
H 3.201 2.026 -3.490 0.519 0.212 0.136
H 2.448 3.997 -0.342 -0.257 0.147 0.241
H -4.351 6.716 1.774 0.076 -0.334 -0.075
H 6.486 -4.371 2.195 -0.241 0.109 0.151
H -1.797 -5.726 -2.038 0.056 0.123 0.461
H 5.382 -9.452 -1.169 0.760 -0.378 0.084
H 4.607 2.195 -0.115 1.341 -0.472 0.172
H -5.873 1.997 -1.301 0.062 0.083 0.023
H 2.592 0.130 -4.220 0.763 -0.087 0.032
H 1.118 0.242 1.921 0.489 0.287 0.225
H -3.062 6.433 -2.344 0.121 0.402 0.188
H -2.735 -7.761 -4.768 -0.366 0.125 0.382
H -1.551 4.250 1.406 -0.762 0.172 0.118
H -3.178 1.968 5.522 -0.240 0.393 0.034
H -4.054 4.599 4.634 0.169 -0.648 0.578
H 2.795 3.760 -3.523 0.085 -0.079 -0.046
H 0.021 3.754 2.404 -0.212 -0.073 -0.152
H 2.308 -0.374 5.322 0.429 -0.475 0.045
H -0.579 4.933 0.467 -0.080 0.353 -0.250
H -0.716 -5.168 -3.301 0.303 -0.310 -0.406
H -0.383 -1.017 0.474 0.164 -0.088 0.078
H -3.160 -2.308 0.800 -0.624 0.190 -0.250
H 3.347 -1.285 -0.305 0.679 1.130 0.511
H -2.395 0.101 1.319 -0.591 0.081 -0.275
H -2.049 3.011 -2.938 0.427 -0.658 -0.325
H 1.235 -1.783 5.605 0.232 -0.411 -0.262
H 1.543 4.260 4.981 -0.266 -0.050 0.001
H 4.767 -4.098 -4.487 0.020 -0.264 0.370
H -3.229 8.050 -6.433 0.338 -0.044 0.406
H 4.500 -6.046 -0.242 -0.016 0.104 0.619
H 7.207 -3.803 -4.073 -0.206 -0.379 0.375
H -3.851 6.446 -6.655 -0.363 -0.135 0.094
H -2.885 -4.709 2.485 0.322 -0.755 -0.115
H -0.883 -0.456 3.399 -0.232 0.172 -0.420
H -7.002 3.136 0.915 -0.002 -0.015 0.523
H -2.297 1.179 4.473 0.446 -0.192 -0.085
H -8.543 5.202 1.881 0.526 0.118 -0.026
H 0.915 -4.967 4.930 -0.780 1.019 0.057
H 0.538 -5.311 2.327 -0.313 0.200 0.024
H 5.014 -8.377 -2.235 0.610 0.201 -0.668
H 1.661 5.034 2.233 0.952 0.301 -0.120
H 1.959 -5.901 4.197 0.706 -0.120 -1.013
H 3.042 6.861 0.118 0.082 -0.222 0.306
H 2.399 -4.342 -0.054 -0.147 0.075 0.246
H -6.289 4.784 1.441 0.146 -0.742 0.670
H 4.227 -3.119 1.665 -0.053 0.014 -0.314
H -3.320 4.809 -4.907 -0.229 -0.845 0.550
H -1.285 -5.210 0.832 -0.053 -0.172 0.027
H 5.167 -8.154 1.235 0.355 0.119 -0.159
H -3.520 3.435 -0.392 0.422 -0.074 -0.077
H -3.779 5.084 -2.596 -0.305 -0.489 0.026
H -4.222 1.404 0.455 -0.138 1.529 -0.225
H -3.972 3.577 1.153 -0.378 0.544 0.056
H 1.338 -0.754 -4.964 0.089 -0.396 -0.211
H -3.720 -4.730 0.889 0.084 -0.339 -0.062
H 0.768 1.788 1.153 0.385 0.079 -0.702
H -6.726 3.397 -2.003 -0.196 -0.089 0.137
H -2.205 -1.332 2.564 -0.339 0.052 -0.224
H 3.510 -8.236 1.547 -0.536 0.037 -0.484
H -5.038 1.846 4.535 0.334 0.231 0.404
H 6.954 -2.332 -3.163 -0.203 0.279 -0.127
H 5.826 -1.631 -5.426 0.518 0.326 -0.072
H -2.214 6.694 -7.016 0.733 0.095 0.541
H -5.057 0.147 0.335 -0.158 -0.250 -0.044
H 2.453 -3.151 4.287 0.343 0.721 0.013
H 2.232 -1.457 1.079 0.044 0.073 -0.034
H 2.287 3.405 1.754 -0.108 -0.200 -0.269
H 1.519 5.943 -0.195 -0.291 0.359 0.242
H 3.246 1.559 -0.681 -1.139 -2.176 -0.223
H -5.428 2.691 3.123 0.151 -0.016 -0.628
H -1.133 -7.351 -4.257 0.237 0.297 0.021
```
Forces are in eV/Å.